{"formula": "C18H46Ag3NO16P2", "method": "ωB97M-V/def2-TZVPD", "symbols": ["Ag", "Ag", "Ag", "N", "O", "O", "O", "C", "O", "P", "O", "O", "C", "O", "C", "H", "H", "H", "H", "H", "H", "H", "H", "H", "C", "O", "P", "O", "O", "C", "O", "C", "H", "H", "H", "H", "H", "H", "H", "H", "H", "C", "O", "C", "C", "O", "C", "H", "H", "H", "H", "H", "H", "H", "H", "H", "H", "C", "O", "C", "C", "O", "C", "H", "H", "H", "H", "H", "H", "H", "H", "H", "H", "C", "C", "C", "O", "C", "H", "H", "H", "H", "H", "H", "H", "H"], "positions_angstrom": [[-2.79150, 20.64181, 2.36486], [-2.10742, 23.09973, 5.33873], [-5.23987, 24.35410, 3.90885], [-1.88456, 23.90083, 2.42709], [-1.26747, 24.81640, 1.92812], [-2.75130, 24.18469, 3.27106], [-1.46366, 22.77081, 2.26931], [1.22482, 26.70069, 3.96017], [1.86449, 26.23290, 5.10503], [1.40151, 24.77391, 5.69576], [-0.05679, 24.59962, 5.83391], [2.15346, 23.76257, 4.71737], [1.44133, 23.18510, 3.67159], [2.25674, 24.73860, 7.05860], [2.30556, 23.53439, 7.84596], [1.61189, 27.71333, 3.84691], [0.18496, 26.71293, 4.28674], [1.31532, 26.07749, 3.07048], [1.75719, 22.23344, 3.24418], [1.59142, 23.95157, 2.91125], [0.41494, 23.06444, 4.01807], [3.36336, 23.28585, 7.93203], [1.90636, 22.74462, 7.20957], [1.72572, 23.65231, 8.76137], [-0.49521, 27.42096, -0.57484], [-0.81691, 28.79662, -0.56184], [-1.55570, 29.50210, 0.70302], [-3.05716, 29.43622, 0.81059], [-0.77682, 28.88305, 2.03017], [-1.03082, 29.51675, 3.25878], [-1.04047, 31.02743, 0.71594], [-1.75862, 32.04156, 0.17701], [-1.07117, 26.87407, -1.32136], [-0.56714, 26.81603, 0.32903], [0.54801, 27.37183, -0.88687], [-0.33366, 29.04554, 3.95163], [-2.06876, 29.47729, 3.58923], [-0.73549, 30.56581, 3.23942], [-2.59362, 31.74734, -0.45884], [-1.20593, 32.80986, -0.36369], [-2.03720, 32.59506, 1.07376], [-5.37177, 25.50607, 0.61384], [-5.44609, 25.79735, 2.04365], [-5.20075, 27.21620, 2.35017], [-4.39205, 27.32050, 3.67749], [-4.98469, 26.67327, 4.76577], [-6.40780, 27.03797, 5.04565], [-5.67515, 24.51195, 0.28552], [-4.41495, 25.74321, 0.14871], [-5.97240, 26.28237, 0.13980], [-6.11931, 27.78098, 2.50946], [-4.75356, 27.83268, 1.57037], [-4.19503, 28.37166, 3.88814], [-3.40031, 26.90357, 3.50219], [-6.60535, 26.74576, 6.07702], [-7.08055, 26.45238, 4.41909], [-6.73909, 28.07481, 4.98809], [4.43384, 20.47478, 0.59494], [3.05958, 19.96398, 0.73064], [2.22591, 20.72286, -0.08783], [0.75850, 20.84348, 0.26905], [-0.04559, 19.74547, 0.63912], [0.33641, 18.49068, 0.09561], [5.05363, 19.86225, 1.24974], [4.51331, 21.49733, 0.96399], [4.72610, 20.31845, -0.44344], [2.35623, 20.16838, -1.01717], [2.55344, 21.74788, -0.26152], [0.29976, 21.17461, -0.66261], [0.60191, 21.78503, 0.79541], [0.51482, 18.55246, -0.97791], [-0.41713, 17.73689, 0.32379], [1.19596, 17.93338, 0.46799], [-2.04156, 23.52979, -1.42557], [-2.67711, 24.16505, -2.61174], [-2.82485, 22.91980, -3.50097], [-3.04300, 21.86520, -2.52251], [-2.86334, 22.31154, -1.15248], [-2.02388, 24.22717, -0.58805], [-1.03233, 23.19436, -1.66444], [-2.24464, 25.04949, -3.07953], [-3.67290, 24.45421, -2.27574], [-1.98873, 22.67231, -4.15498], [-3.62554, 23.04359, -4.23013], [-2.30994, 21.66888, -0.46776], [-3.82020, 22.60790, -0.72273]], "forces_ev_per_a": [[0.90, 0.51, -0.58], [0.88, 0.98, -0.16], [0.23, 0.78, -0.35], [2.88, 3.15, -0.21], [-0.43, 0.46, -0.85], [-2.59, -0.66, 2.11], [-0.57, -4.12, -0.28], [-1.39, 0.79, 0.19], [0.67, -3.05, 2.38], [3.28, 2.30, 0.69], [-1.10, -0.90, -0.35], [0.54, -0.52, 2.30], [-0.80, 0.66, -1.43], [-1.15, 0.73, -1.76], [0.11, -0.48, -1.20], [-0.19, -0.17, -0.54], [-0.46, 0.51, -0.91], [0.36, 0.10, 0.00], [0.74, -0.06, 0.77], [-0.99, -0.49, -0.79], [-0.30, 0.05, -0.61], [-0.16, 0.19, 0.70], [-0.29, -0.38, 0.40], [0.39, 0.01, -0.06], [0.93, -1.30, -0.79], [-1.25, 1.09, 2.17], [-0.53, 0.41, 1.03], [2.22, -0.50, -0.39], [-0.87, 0.27, -2.80], [0.66, 0.68, 0.93], [1.99, -4.22, -0.04], [-1.77, 3.16, 0.03], [-0.24, 0.36, -0.17], [-0.29, 0.75, 0.53], [0.01, -0.07, -0.02], [-0.46, -0.08, 0.26], [0.00, -0.34, -0.09], [-0.07, 0.11, -0.23], [-0.11, -0.12, 0.35], [0.79, -0.67, -0.33], [-1.11, 0.34, -0.30], [-0.12, 1.79, -0.39], [0.53, 0.25, -0.60], [0.01, 0.22, 1.37], [0.35, 0.59, -2.17], [-1.93, -0.33, 0.74], [0.33, -0.80, 0.45], [-0.24, 0.02, 0.79], [0.67, -0.33, 0.68], [-0.65, -0.42, -0.18], [-0.68, -0.66, 0.00], [0.76, -0.72, -0.31], [-0.39, 0.22, 0.05], [-0.01, -0.42, 0.26], [0.34, -0.12, -0.02], [0.09, 0.01, -0.27], [0.90, 0.26, -0.39], [-1.05, -1.33, 0.62], [1.39, 1.25, 1.78], [-0.06, -1.44, -1.19], [-0.27, 0.93, -1.73], [0.31, -0.40, 1.74], [0.00, -1.13, -0.58], [-0.06, -0.10, -0.18], [-0.13, 0.17, -0.40], [0.26, 0.41, 0.00], [-0.59, 0.51, -0.82], [0.23, 0.17, 0.14], [0.25, 0.09, -0.81], [-0.31, -0.67, 1.49], [-0.41, 0.10, -0.16], [-0.69, 0.53, -0.32], [0.71, 1.10, 0.69], [1.25, 1.32, 1.42], [-0.67, -0.53, -0.86], [-0.22, 0.54, 0.42], [-0.49, -1.24, 0.21], [0.06, 1.36, -2.06], [0.31, -0.02, 0.27], [0.22, 0.17, 0.13], [0.43, -0.28, 0.12], [-0.32, 0.17, -0.26], [0.57, 0.02, 0.55], [-0.64, -0.44, 0.51], [-0.07, -0.83, -0.46], [-0.37, -0.23, 0.15]], "mulliken_charge": [0.790, 0.680, 0.678, 0.507, -0.308, -0.418, -0.166, -0.311, -0.378, 0.861, -0.512, -0.279, -0.244, -0.366, -0.611, 0.349, 0.174, 0.059, 0.316, 0.237, -0.077, 0.278, 0.276, 0.263, -0.194, -0.370, 0.795, -0.624, 0.110, -0.653, -0.398, -0.723, 0.166, -0.070, 0.380, 0.218, 0.219, 0.347, 0.317, 0.272, 0.285, -0.993, -0.200, -0.384, -0.359, -0.379, -0.776, 0.378, 0.303, 0.424, 0.323, 0.443, 0.302, 0.119, 0.285, 0.356, 0.327, -0.727, -0.344, -0.995, -0.137, -0.261, -0.835, 0.273, 0.278, 0.322, 0.393, 0.551, 0.284, 0.235, 0.343, 0.284, 0.273, 0.089, -0.483, -0.621, -0.477, 0.494, -0.300, 0.267, 0.451, 0.152, 0.287, 0.343, -0.355, 0.170], "charge": 2, "mol_weight_g_mol": 918.11, "multiplicity": 1, "homo_energy_ev": -13.6, "lumo_energy_ev": -8.447, "fmax_ev_per_a": 4.7, "de_lowest_kj_mol": 330.0, "homo_lumo_gap_ev": 5.1415, "e_tot_ev": -84215.3519}